(1)
Formula: C50H51AuGeO2Sb2Se2
Source: the OMol25 dataset
Level of theory: ωB97M-V/def2-TZVPD

Calculated values
Net charge: +1
Multiplicity: 2
HOMO (alpha / beta) (eV): -9.5 / -9.3
Frontier orbital gap (alpha / beta) (eV): 4.900 / 4.081
LUMO (alpha / beta) (hartree): -0.16884 / -0.19279
Largest force on an atom (hartree/bohr): 0.0294

Last column: Löwdin spin population.
CARTESIAN COORDINATES (ANGSTROEM)
Au (-0.069, -1.121, 0.406)  0.325
C (2.256, 2.786, 1.980)  0.000
C (0.957, 3.188, 2.674)  0.000
C (-0.259, 2.297, 2.366)  0.002
Sb (-1.053, 3.019, 0.487)  -0.001
C (-2.382, 4.444, 1.349)  0.000
C (-2.223, 4.939, 2.638)  0.000
C (-3.064, 5.938, 3.117)  0.000
C (-4.066, 6.450, 2.308)  0.000
C (-4.229, 5.962, 1.018)  0.000
C (-3.386, 4.972, 0.539)  0.000
C (-2.540, 1.657, -0.194)  0.000
C (-2.314, 1.045, -1.429)  0.001
C (-3.350, 0.420, -2.109)  0.001
C (-4.625, 0.408, -1.565)  0.000
C (-4.857, 0.993, -0.328)  0.001
C (-3.821, 1.616, 0.353)  0.000
Sb (2.208, 1.935, -0.007)  -0.006
C (1.979, 3.518, -1.409)  0.000
C (1.678, 3.272, -2.740)  0.005
C (1.404, 4.337, -3.591)  0.000
C (1.417, 5.636, -3.107)  0.000
C (1.726, 5.880, -1.775)  0.000
C (2.001, 4.822, -0.923)  0.000
C (4.318, 1.762, -0.187)  -0.001
C (5.121, 1.426, 0.900)  0.001
C (6.496, 1.315, 0.748)  0.000
C (7.078, 1.530, -0.494)  0.000
C (6.285, 1.874, -1.580)  0.000
C (4.911, 1.994, -1.426)  0.000
H (2.726, 1.964, 2.514)  0.004
H (2.965, 3.613, 1.911)  0.000
H (0.730, 4.233, 2.440)  0.000
H (1.159, 3.165, 3.750)  0.000
H (-1.023, 2.374, 3.139)  0.000
H (0.024, 1.246, 2.289)  0.002
H (-1.456, 4.547, 3.295)  0.000
H (-2.934, 6.312, 4.124)  0.000
H (-4.717, 7.230, 2.680)  0.000
H (-5.014, 6.355, 0.385)  0.000
H (-3.526, 4.600, -0.471)  0.000
H (-1.332, 1.099, -1.891)  0.000
H (-3.173, -0.023, -3.082)  0.000
H (-5.442, -0.049, -2.109)  0.000
H (-5.852, 0.984, 0.097)  0.000
H (-4.023, 2.101, 1.301)  0.000
H (1.641, 2.259, -3.119)  0.006
H (1.173, 4.147, -4.631)  0.000
H (1.185, 6.462, -3.766)  0.000
H (1.744, 6.894, -1.398)  0.000
H (2.236, 5.026, 0.116)  0.000
H (4.684, 1.253, 1.877)  0.002
H (7.113, 1.062, 1.600)  0.000
H (8.150, 1.440, -0.613)  0.000
H (6.737, 2.062, -2.545)  0.000
H (4.304, 2.279, -2.278)  0.000
O (1.356, -3.166, -0.744)  0.000
C (2.751, -3.390, -0.784)  0.000
C (3.530, -2.098, -0.561)  0.011
C (5.010, -2.460, -0.872)  0.000
O (5.516, -3.493, -0.051)  0.000
C (3.543, -1.568, 0.877)  0.027
Se (2.049, -0.558, 1.692)  0.315
C (3.216, -0.999, -1.580)  0.017
Se (1.451, -0.121, -1.706)  0.262
H (0.892, -3.866, -1.221)  0.000
H (3.032, -3.785, -1.767)  0.001
H (3.055, -4.123, -0.032)  0.000
H (5.623, -1.554, -0.797)  0.000
H (5.075, -2.820, -1.901)  0.000
H (5.912, -3.115, 0.739)  0.000
H (4.366, -0.859, 0.946)  0.003
H (3.744, -2.373, 1.583)  0.003
H (3.385, -1.366, -2.595)  0.006
H (3.914, -0.184, -1.424)  0.001
C (-6.404, -1.986, 0.802)  0.000
C (-5.962, -2.564, -0.379)  0.000
C (-4.604, -2.764, -0.588)  0.000
C (-3.680, -2.398, 0.389)  -0.001
C (-4.134, -1.805, 1.568)  -0.001
C (-5.489, -1.602, 1.775)  0.000
Ge (-1.819, -2.900, 0.207)  0.008
C (-1.358, -4.096, 1.676)  0.001
C (-0.049, -4.233, 2.143)  0.001
C (0.227, -5.043, 3.235)  0.000
C (-0.802, -5.719, 3.876)  0.000
C (-2.106, -5.592, 3.420)  0.001
C (-2.385, -4.777, 2.332)  -0.001
C (-1.470, -3.663, -1.549)  0.003
C (-1.081, -4.997, -1.685)  0.000
C (-0.748, -5.511, -2.933)  0.000
C (-0.805, -4.697, -4.056)  0.000
C (-1.204, -3.372, -3.934)  0.000
C (-1.528, -2.858, -2.688)  0.001
H (-7.464, -1.835, 0.967)  0.000
H (-6.675, -2.870, -1.134)  0.000
H (-4.269, -3.238, -1.504)  0.000
H (-3.427, -1.525, 2.342)  0.000
H (-5.835, -1.154, 2.698)  0.000
H (0.759, -3.715, 1.641)  0.001
H (1.245, -5.143, 3.589)  0.000
H (-0.587, -6.344, 4.733)  0.000
H (-2.909, -6.122, 3.916)  0.000
H (-3.408, -4.680, 1.990)  0.000
H (-1.048, -5.642, -0.813)  0.000
H (-0.449, -6.547, -3.028)  0.000
H (-0.547, -5.098, -5.028)  0.000
H (-1.256, -2.740, -4.812)  0.000
H (-1.824, -1.819, -2.595)  0.000


(2)
Formula: C48H85FN3O21PS3
Source: the OMol25 dataset
Level of theory: ωB97M-V/def2-TZVPD

Calculated values
Net charge: 0
Energy relative to the best compared isomer or geometry (same formula, charge and spin) (kJ/mol): 0.0
HOMO (eV): -8.8
Frontier orbital gap (eV): 8.649
LUMO (hartree): -0.00627
SMILES string: CCCCCCCCCCCP(S)(CCCCCCCSc1nnco1)(NCCCC)S(=O)(=O)F.C[C@@H]1COC(=O)O1.C[C@@H]1COC(=O)O1.C[C@@H]1COC(=O)O1.C[C@@H]1COC(=O)O1.C[C@@H]1COC(=O)O1.C[C@@H]1COC(=O)O1
Largest force on an atom (hartree/bohr): 0.0406

Last column: Mulliken charge in e.
CARTESIAN COORDINATES (ANGSTROEM)
C (12.740, -1.396, 0.571)  -1.097
C (11.639, -1.162, -0.466)  -0.491
C (11.196, 0.300, -0.610)  -0.715
C (9.775, 0.591, -0.093)  -0.920
C (8.889, 1.312, -1.120)  -0.930
C (8.797, 2.814, -0.879)  -1.052
C (7.593, 3.237, -0.030)  -0.583
C (6.725, 4.278, -0.708)  -0.880
C (5.721, 4.944, 0.240)  -1.001
C (4.313, 4.352, 0.027)  -0.630
C (3.547, 5.248, -0.936)  -0.708
P (1.728, 5.014, -1.012)  0.314
S (1.828, 2.756, -1.089)  -0.385
C (0.706, 4.791, 0.483)  -1.698
C (-0.661, 4.128, 0.226)  -0.797
C (-0.901, 3.083, 1.332)  -0.974
C (-1.626, 1.780, 0.998)  -0.164
C (-2.778, 1.904, 0.008)  -0.522
C (-3.891, 0.880, 0.299)  -0.837
C (-4.152, -0.097, -0.821)  -0.753
S (-2.679, -1.144, -0.956)  -0.216
C (-3.323, -2.636, -1.526)  0.624
N (-4.329, -3.313, -1.141)  -0.261
N (-4.346, -4.471, -1.930)  -0.535
C (-3.351, -4.382, -2.700)  0.000
O (-2.643, -3.251, -2.534)  -0.287
N (0.937, 5.092, -2.509)  -0.273
C (1.835, 5.418, -3.647)  -0.887
C (2.595, 4.257, -4.231)  -0.325
C (1.679, 3.269, -4.950)  -0.747
C (1.817, 3.489, -6.464)  -1.141
S (1.416, 7.302, -0.819)  1.105
O (2.144, 8.033, -1.809)  -0.654
O (0.013, 7.559, -0.751)  -0.621
F (2.019, 7.743, 0.593)  -0.260
H (13.674, -1.677, 0.114)  0.282
H (12.907, -0.504, 1.158)  0.359
H (12.454, -2.168, 1.270)  0.269
H (12.019, -1.494, -1.420)  0.304
H (10.798, -1.803, -0.256)  0.401
H (11.312, 0.607, -1.639)  0.441
H (11.890, 0.901, -0.041)  0.327
H (9.869, 1.250, 0.760)  0.351
H (9.336, -0.347, 0.207)  0.484
H (9.313, 1.130, -2.096)  0.498
H (7.905, 0.862, -1.105)  0.448
H (9.695, 3.084, -0.339)  0.450
H (8.846, 3.337, -1.825)  0.482
H (7.013, 2.352, 0.194)  0.286
H (7.962, 3.676, 0.885)  0.346
H (7.356, 5.026, -1.166)  0.567
H (6.209, 3.793, -1.532)  0.290
H (5.725, 5.991, -0.019)  0.409
H (6.032, 4.764, 1.257)  0.556
H (3.793, 4.294, 0.970)  0.410
H (4.463, 3.360, -0.359)  0.276
H (3.978, 5.212, -1.926)  0.342
H (3.712, 6.257, -0.593)  0.708
H (3.001, 2.456, -1.640)  0.089
H (0.539, 5.746, 0.956)  0.899
H (1.292, 4.194, 1.159)  0.374
H (-1.404, 4.896, 0.354)  0.487
H (-0.763, 3.748, -0.778)  0.553
H (0.030, 2.820, 1.809)  0.533
H (-1.509, 3.564, 2.086)  0.215
H (-2.002, 1.426, 1.944)  0.115
H (-0.918, 1.036, 0.660)  0.303
H (-3.212, 2.888, 0.096)  0.416
H (-2.358, 1.735, -0.973)  0.363
H (-3.682, 0.328, 1.203)  0.042
H (-4.823, 1.402, 0.463)  0.528
H (-5.039, -0.663, -0.586)  0.499
H (-4.280, 0.453, -1.737)  0.400
H (-3.053, -5.110, -3.418)  0.460
H (0.232, 5.822, -2.460)  0.424
H (1.199, 5.776, -4.443)  0.763
H (2.516, 6.232, -3.423)  0.312
H (3.234, 3.763, -3.513)  -0.011
H (3.267, 4.672, -4.971)  0.617
H (0.655, 3.323, -4.614)  0.408
H (2.057, 2.278, -4.753)  0.364
H (2.672, 2.949, -6.836)  0.402
H (2.032, 4.532, -6.652)  0.321
H (0.929, 3.180, -6.990)  0.152
C (-8.098, 1.093, 4.945)  -1.447
C (-6.949, 0.741, 4.032)  0.479
C (-6.275, -0.583, 4.310)  -0.566
O (-4.956, -0.357, 3.782)  -0.119
C (-4.705, 0.970, 3.896)  0.527
O (-3.636, 1.460, 3.733)  -0.543
O (-5.833, 1.644, 4.208)  -0.375
H (-9.021, 0.643, 4.583)  0.387
H (-7.921, 0.737, 5.960)  0.327
H (-8.229, 2.173, 4.994)  0.363
H (-7.261, 0.808, 2.987)  0.269
H (-6.747, -1.429, 3.819)  0.308
H (-6.183, -0.788, 5.379)  0.390
C (-7.780, -3.158, -5.139)  -1.429
C (-7.232, -1.947, -4.421)  0.484
C (-6.819, -2.173, -2.986)  -0.125
O (-6.957, -0.855, -2.431)  -0.209
C (-7.929, -0.221, -3.136)  0.563
O (-8.431, 0.805, -2.819)  -0.534
O (-8.242, -0.930, -4.250)  -0.396
H (-6.967, -3.754, -5.552)  0.368
H (-8.355, -3.791, -4.463)  0.336
H (-8.441, -2.855, -5.949)  0.381
H (-6.416, -1.503, -4.997)  0.303
H (-5.807, -2.537, -2.871)  -0.128
H (-7.503, -2.840, -2.456)  0.358
C (-3.213, 0.994, -8.844)  -1.375
C (-1.937, 0.812, -9.629)  0.516
C (-1.131, -0.431, -9.317)  -0.524
O (0.194, -0.023, -9.687)  -0.321
C (0.260, 1.321, -9.504)  0.631
O (1.244, 1.974, -9.522)  -0.500
O (-0.981, 1.831, -9.301)  -0.356
H (-4.031, 0.452, -9.319)  0.372
H (-3.104, 0.629, -7.826)  0.317
H (-3.476, 2.049, -8.787)  0.359
H (-2.141, 0.883, -10.700)  0.290
H (-1.437, -1.307, -9.884)  0.302
H (-1.131, -0.666, -8.249)  0.297
C (-2.038, -2.248, 4.784)  -1.217
C (-2.228, -3.630, 5.357)  0.600
C (-2.602, -4.700, 4.360)  -0.582
O (-3.295, -5.652, 5.190)  -0.272
C (-3.858, -4.946, 6.212)  0.577
O (-4.667, -5.377, 6.964)  -0.513
O (-3.368, -3.686, 6.242)  -0.394
H (-1.025, -2.127, 4.400)  0.253
H (-2.731, -2.060, 3.964)  0.198
H (-2.220, -1.486, 5.540)  0.394
H (-1.350, -3.928, 5.936)  0.236
H (-1.747, -5.163, 3.875)  0.357
H (-3.298, -4.338, 3.601)  0.297
C (3.762, -0.908, 6.926)  -1.397
C (3.235, -0.815, 5.514)  0.493
C (1.740, -0.965, 5.363)  -0.516
O (1.623, -1.449, 4.014)  -0.204
C (2.763, -2.142, 3.744)  0.573
O (2.914, -2.843, 2.801)  -0.542
O (3.692, -1.919, 4.705)  -0.386
H (3.700, 0.061, 7.419)  0.374
H (3.191, -1.627, 7.515)  0.333
H (4.800, -1.236, 6.925)  0.364
H (3.584, 0.106, 5.039)  0.299
H (1.192, -0.035, 5.489)  0.366
H (1.328, -1.723, 6.034)  0.256
C (-4.190, -8.324, 5.975)  -1.346
C (-4.217, -9.761, 5.515)  0.558
C (-5.205, -10.073, 4.415)  -0.549
O (-5.452, -11.472, 4.623)  -0.336
C (-5.276, -11.717, 5.948)  0.606
O (-5.591, -12.721, 6.494)  -0.525
O (-4.692, -10.653, 6.550)  -0.389
H (-3.543, -7.728, 5.339)  0.395
H (-5.184, -7.879, 5.950)  0.298
H (-3.834, -8.254, 7.002)  0.397
H (-3.211, -10.091, 5.240)  0.301
H (-4.819, -9.897, 3.414)  0.314
H (-6.147, -9.536, 4.544)  0.337


(3)
Formula: C25H50F6N5O10V
Source: the OMol25 dataset
Level of theory: ωB97M-V/def2-TZVPD

Calculated values
Net charge: +1
Energy relative to the best compared isomer or geometry (same formula, charge and spin) (kJ/mol): 51.3
Multiplicity: 4
HOMO (alpha / beta) (eV): -10.8 / -11.4
Frontier orbital gap (alpha / beta) (eV): 8.047 / 5.208
LUMO (alpha / beta) (hartree): -0.10040 / -0.22715
Largest force on an atom (hartree/bohr): 0.1168

Last column: Löwdin spin population.
CARTESIAN COORDINATES (ANGSTROEM)
O (-1.119, 0.534, 0.753)  -0.182
V (-0.475, 1.372, 1.905)  1.135
C (-1.888, -0.376, 4.112)  0.001
O (-1.571, -1.083, 2.978)  0.001
O (-1.218, 0.854, 3.910)  0.022
C (-3.429, -0.396, 4.350)  0.001
F (-3.704, -0.379, 5.631)  0.000
F (-4.037, 0.669, 3.889)  0.000
F (-4.066, -1.449, 3.858)  0.000
C (-1.621, -2.495, 2.873)  0.000
C (-0.728, -2.933, 1.630)  0.000
H (0.027, -3.697, 1.816)  0.000
H (-1.218, -3.292, 0.724)  0.000
H (-0.054, -2.125, 1.348)  0.000
H (-2.652, -2.821, 2.738)  0.000
H (-1.237, -3.069, 3.716)  0.000
H (-1.223, -0.975, 4.736)  0.000
C (-2.420, 3.538, 0.068)  0.069
O (-1.746, 2.839, -0.985)  0.005
O (-1.904, 3.070, 1.351)  0.818
C (-2.575, 5.107, -0.078)  0.031
F (-1.349, 5.417, -0.253)  0.010
F (-3.189, 5.749, -1.024)  0.004
F (-3.068, 5.649, 1.020)  0.003
C (-2.542, 2.663, -2.144)  0.000
C (-1.417, 2.137, -3.103)  0.000
H (-1.077, 1.218, -2.626)  -0.001
H (-1.563, 1.913, -4.159)  0.000
H (-0.555, 2.803, -3.148)  0.000
H (-2.873, 3.570, -2.648)  0.000
H (-3.377, 1.964, -2.193)  0.000
H (-3.454, 3.220, -0.063)  0.046
C (-0.935, -2.087, -3.928)  0.007
C (0.298, -2.504, -3.069)  0.022
C (0.513, -3.978, -3.543)  -0.001
C (1.930, -4.519, -3.162)  0.000
C (2.925, -3.584, -3.784)  0.000
C (2.860, -2.145, -3.299)  0.021
N (1.443, -1.562, -3.367)  0.385
O (1.222, -0.188, -2.997)  0.530
C (3.422, -2.149, -1.886)  0.013
C (3.664, -1.310, -4.253)  0.003
C (-0.246, -2.510, -1.590)  0.015
H (-0.707, -1.921, -4.981)  0.000
H (-1.223, -1.153, -3.445)  0.000
H (-1.862, -2.647, -3.806)  0.000
H (-0.351, -4.620, -3.376)  0.000
H (0.578, -3.937, -4.631)  0.000
H (2.042, -5.572, -3.421)  0.000
H (1.957, -4.491, -2.072)  0.000
H (2.750, -3.616, -4.860)  0.000
H (3.916, -3.978, -3.556)  0.000
H (4.464, -2.448, -1.766)  0.002
H (3.278, -1.204, -1.363)  0.001
H (2.785, -2.857, -1.357)  0.000
H (3.438, -1.292, -5.319)  0.000
H (3.775, -0.281, -3.912)  -0.001
H (4.718, -1.586, -4.245)  0.000
H (-1.225, -2.980, -1.494)  0.001
H (-0.456, -1.554, -1.111)  0.001
H (0.506, -2.855, -0.881)  0.000
O (1.130, 2.065, 0.495)  0.015
C (2.060, 2.344, -0.224)  0.002
N (1.812, 3.294, -1.119)  0.001
C (3.445, 1.837, 0.231)  0.001
H (0.851, 3.199, -1.415)  0.000
H (2.412, 3.787, -1.764)  0.000
H (3.521, 1.810, 1.318)  0.000
H (4.340, 2.289, -0.197)  0.000
H (3.564, 0.796, -0.070)  0.000
O (0.726, 3.019, 2.932)  0.010
C (1.382, 4.070, 3.279)  0.001
N (1.874, 4.137, 4.520)  0.000
C (1.120, 5.352, 2.505)  0.000
H (2.091, 5.078, 4.814)  0.000
H (1.836, 3.413, 5.224)  0.000
H (1.050, 5.077, 1.452)  0.000
H (2.077, 5.845, 2.675)  0.000
H (0.251, 5.926, 2.828)  0.000
O (-3.819, -2.267, -0.561)  0.000
C (-4.429, -1.585, 0.225)  0.000
N (-5.217, -2.202, 1.124)  0.000
C (-4.440, -0.069, 0.189)  0.000
H (-5.626, -1.732, 1.919)  0.000
H (-5.327, -3.206, 1.132)  0.000
H (-3.885, 0.217, -0.705)  0.000
H (-3.838, 0.348, 0.997)  0.000
H (-5.458, 0.321, 0.173)  0.000
O (1.087, -0.201, 2.282)  0.000
C (2.147, -0.501, 2.871)  0.002
N (2.426, 0.231, 3.982)  0.003
C (3.185, -1.585, 2.485)  0.000
H (1.737, 0.849, 4.385)  0.000
H (3.370, -0.021, 4.238)  0.000
H (3.746, -1.902, 3.363)  0.000
H (4.040, -1.308, 1.869)  0.000
H (2.605, -2.391, 2.035)  0.000